Model w:
DFT (ωB97M-V/def2-TZVPD) results for C5H9NO3 as an isolated structure.

Geometry as XYZ:
```
18
Properties=species:S:1:pos:R:3:lowdin_charge:R:1
H 2.3353 0.6241 1.0546 0.0912
N -1.0003 -2.2366 -0.1927 0.1597
C 1.7891 0.0371 0.3132 -0.0276
C -1.3357 -0.9121 -0.4775 -0.5243
H -1.0112 2.0665 -0.0292 0.0892
H 2.2277 0.2466 -0.6605 0.0838
O 0.2041 -0.0965 -2.3504 0.1820
O -0.1911 0.0757 1.5816 -0.0060
C -0.3104 -0.3081 -1.3226 -0.1725
O -2.3714 -0.3237 -0.1400 0.0625
H 1.8986 -1.0221 0.5396 0.0879
H -1.1638 -2.9110 -0.9274 0.1118
H -1.1379 0.2983 1.5897 0.1001
C 0.0636 1.8925 0.0334 -0.0285
H 0.4770 2.5025 0.8370 0.0925
H 0.5409 2.1942 -0.8956 0.0877
H -1.3376 -2.5503 0.7107 0.1090
C 0.3230 0.4228 0.3361 -0.4985
```

Computed properties:
Net charge ... 0

---

Model x:
DFT (ωB97M-V/def2-TZVPD) results for a 2-piece molecular cluster, C5H9NO3 overall.

Geometry as XYZ:
```
18
Properties=species:S:1:pos:R:3:lowdin_charge:R:1
C 1.1123 -0.9926 -0.4135 -0.6562
H 0.4324 -2.7351 -1.4960 0.0977
H -1.1401 1.1908 2.3040 0.0758
H 1.2873 -1.5227 -2.4739 0.0973
O -1.3366 1.1274 -0.7508 0.0208
H 0.4779 0.8005 -0.8609 0.0642
C 0.5639 -1.6679 -1.6737 0.0162
O 2.3334 -1.5710 -0.0661 0.0443
C 0.1296 -1.1954 0.6784 -0.1226
C -1.0055 1.9045 1.4942 -0.0540
O 1.3172 0.3861 -0.5833 0.0192
N -0.6385 -1.2910 1.5224 0.1910
H 2.8731 -0.8843 0.3589 0.1215
H -1.4007 2.8591 1.8294 0.0840
H -0.3860 -1.2188 -1.9536 0.0877
H -2.8766 1.3751 0.5030 0.1252
C -1.7912 1.4377 0.3251 -0.2912
H 0.0481 1.9975 1.2563 0.0791
```

Computed properties:
Net charge ... 0

---

Short version: model w is the least stable of them.

---

Model w:
DFT (ωB97M-V/def2-TZVPD) results for one molecule with the formula C5H9NO3.

Geometry as XYZ:
```
18
Properties=species:S:1:pos:R:3:lowdin_charge:R:1
H -2.3128 2.3708 -0.1851 0.0911
C -0.1331 -0.3995 -0.2461 -0.5521
C -1.4709 0.4201 -0.1935 -0.3568
C -1.3454 1.8993 -0.0092 -0.0008
H 1.3756 -0.0270 -1.4371 0.1144
H 1.0110 0.9761 0.9891 0.1237
H 0.1342 -2.2581 -1.0356 0.0973
O 2.7018 -0.6073 -0.4185 0.0425
O -2.5218 -0.1652 -0.2362 0.1067
H -1.0213 2.1331 1.0067 0.0898
O 0.3643 0.1575 -1.4348 -0.0180
N -0.4038 -1.8106 -0.3001 0.1123
H -0.6057 2.2875 -0.7148 0.0923
H 2.3528 -1.6526 1.2721 0.1303
C 0.8172 -0.0949 0.9505 -0.0667
H -1.3916 -1.9617 -0.4916 0.0783
C 2.0827 -0.8148 0.6116 -0.2122
H 0.3669 -0.4529 1.8725 0.1280
```

Computed properties:
Net charge ... 0

---

Model x:
DFT (ωB97M-V/def2-TZVPD) results for a 2-piece molecular cluster, C5H9NO3 overall.

Geometry as XYZ:
```
18
Properties=species:S:1:pos:R:3:lowdin_charge:R:1
H -0.7907 1.0779 0.4702 0.1452
O -1.1554 -2.0021 -0.1383 0.1338
O -2.9199 0.8766 -1.0547 -0.0544
N -3.0428 -0.9276 -2.0552 0.1084
H 1.3428 1.4985 1.4716 0.1241
C 1.7750 0.6995 0.8423 -0.2820
C 2.9409 0.0402 1.5426 -0.0739
C -1.3685 -0.8225 -0.2744 -0.2732
C -0.3226 0.2404 -0.0843 -0.1688
C -2.7022 -0.3913 -0.9044 -0.4323
H 3.3832 -0.7418 0.9102 0.0823
H -0.0674 0.6460 -1.0837 0.1564
O 0.7841 -0.2745 0.5713 -0.1240
H 2.1029 1.1660 -0.1045 0.1241
H -2.9332 -1.9384 -2.0657 0.0828
H -3.3603 0.4738 -2.2932 0.2905
H 3.7130 0.7908 1.7585 0.0789
H 2.6210 -0.4116 2.4915 0.0821
```

Computed properties:
Net charge ... 0

---

Short version: model x is the least stable of them.

---

Model w:
DFT (ωB97M-V/def2-TZVPD) results for C4H8NS as an isolated structure.

Geometry as XYZ:
```
14
Properties=species:S:1:pos:R:3:lowdin_charge:R:1
H 3.6141 0.9273 -0.4877 0.1662
H 2.6169 -1.5744 0.1251 0.0089
C -2.7155 0.9461 -0.3290 0.0980
H -1.4085 -2.1233 0.2551 0.0782
C -1.3757 -1.0509 0.1240 -0.4282
H 3.2875 0.4365 1.0877 0.1648
C 2.4254 -0.7076 -0.5172 -0.1040
H -1.8855 1.4963 -0.7400 0.0601
N 2.9021 0.5194 0.1336 0.0101
S 0.1417 -0.3182 -0.0683 0.8702
C -2.5818 -0.3139 0.1193 -0.2281
H 2.1038 1.1762 0.1467 0.1038
H -3.4531 -0.8491 0.4767 0.1167
H -3.6715 1.4356 -0.3258 0.0834
```

Computed properties:
Net charge ... +1

---

Model x:
DFT (ωB97M-V/def2-TZVPD) results for an isolated ion of composition C4H8NS and charge +1.

Geometry as XYZ:
```
14
Properties=species:S:1:pos:R:3:lowdin_charge:R:1
H -4.1781 -0.6787 0.1528 0.0948
C -2.2367 0.2640 0.2113 -0.5624
H -2.4292 1.1108 0.8434 0.0465
C 2.0745 -0.6706 -0.1681 -0.0309
C -3.1050 -0.6610 -0.1837 -0.0149
H 1.0647 0.3670 1.5810 0.1185
N 2.2059 0.8012 -0.0704 0.1067
C 1.0600 0.1075 0.5382 -0.2691
H 1.6245 -0.9559 -1.1158 0.1331
H 2.7730 -1.2021 0.3015 0.0950
H 1.9141 1.1781 -0.9591 0.1489
H 2.9480 1.1724 0.4348 0.1588
H -2.9991 -1.4607 -0.9832 0.0981
S -0.7167 0.6281 -0.5826 0.8767
```

Computed properties:
Net charge ... +1

---

Model y:
DFT (ωB97M-V/def2-TZVPD) results for a 2-piece molecular cluster, C4H8NS overall.

Geometry as XYZ:
```
14
Properties=species:S:1:pos:R:3:lowdin_charge:R:1
H 0.7760 2.8303 -1.4643 0.1267
H -0.3946 -2.7067 2.1849 -0.0531
N 0.3489 0.7395 -0.5253 -0.1494
H 2.0288 1.9137 -0.5857 0.1225
C 0.1879 -0.3686 -1.0660 0.1332
H -0.2732 -2.8797 -0.1376 0.0168
H -1.8509 -2.1566 -0.5144 -0.0267
S -1.4204 -1.9350 1.6941 0.8813
C -1.0817 -2.2810 0.0904 -0.3309
H 0.7262 -0.4593 -1.9544 0.0583
H -0.8985 2.0283 0.8420 0.1534
H 0.7117 1.4920 1.5921 0.1638
C 0.1804 1.6998 0.5446 -0.0755
C 0.9592 2.0832 -0.7004 -0.0202
```

Computed properties:
Net charge ... +1

---

Short version: model y is the least stable of them.

---

Model w:
DFT (ωB97M-V/def2-TZVPD) results for an isolated ion of composition C4H8NS and charge +1.

Geometry as XYZ:
```
14
Properties=species:S:1:pos:R:3:lowdin_charge:R:1
H 0.8148 3.5196 -2.4530 -0.0504
S 0.2141 2.2866 -2.0965 0.7960
C -0.0096 1.4862 0.4709 -0.1848
N -0.3334 -2.3013 0.2531 0.1540
H 0.1792 1.5549 1.4725 0.0765
H -0.2611 -0.2047 -0.9524 0.0869
H 0.3418 -1.0213 1.8728 0.0929
H 0.5544 3.5093 0.0133 0.1258
C 0.1578 2.4973 -0.4039 -0.5263
H -0.2620 -2.2809 -0.7700 0.1722
C 0.0412 -1.0316 0.9024 -0.0691
H -1.1816 -2.8157 0.6450 0.2031
H 0.2616 -3.0493 0.7110 0.1907
C -0.0098 0.0599 0.0674 -0.0674
```

Computed properties:
Net charge ... +1

---

Model x:
DFT (ωB97M-V/def2-TZVPD) results for a 2-piece molecular cluster, C4H8NS overall.

Geometry as XYZ:
```
14
Properties=species:S:1:pos:R:3:lowdin_charge:R:1
C -1.5651 1.2135 -0.2138 0.1018
H 3.1450 1.2808 0.5301 -0.2092
N -0.0828 -0.4059 0.2706 -0.0919
H -0.4472 0.9538 1.8610 0.1557
H 0.9310 1.1132 -0.7435 0.1173
H -2.1749 0.4384 -0.6161 0.1095
H 0.9453 -1.9227 1.0793 0.1192
H 0.9860 -1.7306 -0.8520 0.1587
C -0.0746 0.8136 -0.3915 -0.0924
H -1.7828 2.2394 -0.3874 0.1220
H 3.8831 -0.3497 1.0462 -0.0974
C 0.7949 -1.2967 0.2002 -0.0162
S 3.0157 0.1111 0.0818 0.7035
C -0.7201 0.6228 0.8964 -0.0806
```

Computed properties:
Net charge ... +1

---

Short version: model x is the least stable of them.